Record 1
# C4H5GaO3

C4H5GaO3 as an isolated structure in a non-equilibrium geometry (ωB97M-V/def2-TZVPD, the OMol25 dataset).

Each line ends with the Löwdin spin population.
CARTESIAN COORDINATES (ANGSTROEM)
O 0.1112 -2.4000 -0.6708  0.036
C 0.5377 -2.3050 0.5494  0.044
C 0.8539 -1.0657 1.0947  0.038
O 0.8361 -0.0107 0.2929  0.118
C -0.5020 1.7401 0.1837  0.557
C -1.0287 1.6964 -1.1205  0.125
O -0.8168 0.6456 -1.9012  0.058
Ga 0.2477 -0.6619 -1.4023  -0.041
H 0.6471 -3.2155 1.1533  0.002
H 1.1746 -0.9353 2.1327  0.001
H 0.3855 2.3651 0.3279  0.019
H -1.1985 1.5050 0.9985  0.021
H -1.2480 2.6419 -1.6382  0.021

Properties
* gap between HOMO and LUMO (alpha / beta): 5.5 / 5.4 eV
* net charge: +1
* spin multiplicity: 2
* HOMO level (alpha / beta): -12.137 / -12.060 eV
* <S²>: 0.79
* max |F|: 4.660 eV/Å
* energy relative to the best compared isomer or geometry (same formula, charge and spin): 18.0 kJ/mol


Record 2
# C4H5HgO6

C4H5HgO6 as an isolated structure in a non-equilibrium geometry (ωB97M-V/def2-TZVPD, the OMol25 dataset).

Each line ends with the Löwdin spin population.
CARTESIAN COORDINATES (ANGSTROEM)
O 2.2314 2.6691 0.7486  -0.162
C 1.6927 1.6412 1.1069  0.006
O 0.6349 1.5244 1.7983  0.140
O 2.0518 0.4145 0.5198  0.158
O -1.1195 -0.9896 -0.2987  0.004
C -1.9306 -1.4603 -1.1387  0.009
O -1.8424 -2.0442 -2.2204  0.614
C 0.1560 -0.2912 -0.6911  0.078
C 1.1006 -0.5241 0.4372  0.437
Hg 1.4301 4.7724 2.0026  -0.762
H -0.1104 0.7750 -0.7532  0.001
H 0.4929 -0.7271 -1.6436  0.019
H 1.5495 -1.5226 0.4825  0.013
H 0.3013 0.2770 1.5179  0.062
O -2.8769 -2.3476 -0.7354  0.380
H -3.7613 -2.1669 -1.1327  0.002

Properties
* gap between HOMO and LUMO (alpha / beta): 7.4 / 6.5 eV
* net charge: +2
* spin multiplicity: 2
* HOMO level (alpha / beta): -18.142 / -17.495 eV
* <S²>: 1.76
* max |F|: 4.577 eV/Å


Record 3
# C4H5I2N2O2S

An isolated ion of composition C4H5I2N2O2S and charge +1 in a non-equilibrium geometry (ωB97M-V/def2-TZVPD, the OMol25 dataset).

Each line ends with the Löwdin spin population.
CARTESIAN COORDINATES (ANGSTROEM)
C -0.0518 -0.1100 0.4539  0.313
C -2.0902 -1.3452 -0.3161  0.290
C 1.8754 -1.4927 0.6442  0.540
C 0.7010 2.2741 -0.5095  0.043
N -1.4234 -0.3119 0.2524  0.059
N 0.7626 -1.0818 0.3958  0.218
O -1.4968 -2.3833 -0.7380  0.125
O 2.0165 0.9741 1.4648  -0.006
S 0.6724 1.3978 1.2225  0.025
I -4.1772 -1.2700 -0.3839  0.047
I 3.7090 -1.7762 -0.1551  0.337
H 1.2338 1.6253 -1.1933  0.001
H 1.1171 3.2439 -0.3077  0.003
H -0.3180 2.1742 -0.8135  0.002
H -1.9620 0.5125 0.4896  0.000
H -0.5683 -2.4308 -0.5062  0.002

Properties
* gap between HOMO and LUMO (alpha / beta): 5.7 / 7.6 eV
* net charge: +1
* spin multiplicity: 3
* HOMO level (alpha / beta): -9.845 / -13.509 eV
* <S²>: 2.02
* max |F|: 4.079 eV/Å
* energy relative to the best compared isomer or geometry (same formula, charge and spin): 167.0 kJ/mol


Record 4
# C4H5I2N3S

C4H5I2N3S as an isolated structure in a non-equilibrium geometry (ωB97M-V/def2-TZVPD, the OMol25 dataset).

Each line ends with the natural charge from an NBO analysis.
CARTESIAN COORDINATES (ANGSTROEM)
C 0.1573 -0.3869 0.4344  0.198
C 2.2248 0.5455 0.6965  0.254
C -1.9577 -0.2566 -2.2269  -0.496
C -2.3717 -0.3608 -1.0102  -0.337
N 1.2451 0.1224 -0.1977  -0.621
N 0.5263 -0.4816 1.6957  -0.426
N 1.8041 0.2139 1.9085  -0.439
S 3.5331 1.4476 0.0676  -0.276
I -2.7035 1.3571 0.2366  0.173
I -2.6848 -2.2644 -0.2284  0.206
H -1.5823 -1.1536 -2.7438  0.230
H -1.6375 0.8001 -2.6554  0.226
H 1.4639 0.3383 -1.2260  0.458
H -0.1235 -0.3973 2.4262  0.414
H 2.1062 0.4760 2.8229  0.437

Properties
* gap between HOMO and LUMO: 8.3 eV
* net charge: 0
* HOMO level: -8.448 eV
* max |F|: 4.180 eV/Å
* energy relative to the best compared isomer or geometry (same formula, charge and spin): 174.6 kJ/mol


Record 5
# C4H5I2NO

A 2-piece molecular cluster, C4H5I2NO overall in a non-equilibrium geometry (ωB97M-V/def2-TZVPD, the OMol25 dataset).

Each line ends with the natural charge from an NBO analysis.
CARTESIAN COORDINATES (ANGSTROEM)
C 0.8571 1.0712 2.2768  0.426
C -1.4747 -0.3482 -0.5764  -0.407
C -0.5773 -1.0777 -1.5456  -0.431
C 0.0762 -0.1406 -0.5426  0.069
N 0.9887 -0.5957 0.4195  -0.633
O -0.2328 1.5004 2.3036  -0.478
I 2.4977 1.1968 3.5618  0.212
I 0.8051 1.8562 -1.2821  -0.046
H -2.0116 0.3937 -1.0034  0.225
H -1.8141 -0.8511 0.2714  0.230
H -0.5424 -2.1443 -1.6094  0.237
H -0.5130 -0.6419 -2.5473  0.230
H 1.9411 -0.2187 0.2736  0.365

Properties
* gap between HOMO and LUMO (alpha / beta): 6.2 / 6.2 eV
* net charge: 0
* HOMO level (alpha / beta): -8.082 / -8.081 eV
* max |F|: 4.150 eV/Å
* energy relative to the best compared isomer or geometry (same formula, charge and spin): 419.1 kJ/mol


Record 6
# C4H5KMgO2

C4H5KMgO2 as an isolated structure in a non-equilibrium geometry (ωB97M-V/def2-TZVPD, the OMol25 dataset).

Each line ends with the Löwdin spin population.
CARTESIAN COORDINATES (ANGSTROEM)
C -1.2633 0.5398 -0.2761  -0.001
C -0.5530 -0.5212 0.5034  0.000
C 0.7632 -0.9069 0.2585  0.003
C 1.8309 0.0146 0.2050  0.022
O 2.8575 -0.1629 -0.4986  0.203
O -2.5542 0.6662 -0.0081  -0.002
K -5.5664 0.5272 -0.0033  0.000
Mg 4.6219 0.5868 -0.9346  0.770
H -0.5757 1.1784 0.5514  -0.001
H -1.2142 -1.3405 0.8119  0.000
H 0.9846 -1.9522 0.0323  0.001
H 1.7159 0.9859 0.7156  0.004
H -1.0473 0.3848 -1.3576  0.000

Properties
* gap between HOMO and LUMO (alpha / beta): 6.8 / 6.2 eV
* net charge: +1
* spin multiplicity: 2
* HOMO level (alpha / beta): -9.975 / -9.985 eV
* <S²>: 0.75
* max |F|: 3.745 eV/Å
* energy relative to the best compared isomer or geometry (same formula, charge and spin): 101.5 kJ/mol


Record 7
# C4H5LiO2

C4H5LiO2 as an isolated structure in a non-equilibrium geometry (ωB97M-V/def2-TZVPD, the OMol25 dataset).

Each line ends with the natural charge from an NBO analysis.
CARTESIAN COORDINATES (ANGSTROEM)
C 0.6703 1.6830 -1.4011  -0.468
C 1.6691 0.8035 -1.3319  0.113
O 1.5135 -0.4293 -0.7476  -0.759
H -0.3732 1.3815 -1.2914  0.218
H 0.8697 2.6645 -1.8301  0.225
H 2.6506 0.9828 -1.7742  0.185
H 2.2904 -0.9635 -0.9871  0.501
H -2.8972 -0.4617 3.8208  0.228
C -2.7181 -1.0682 2.9345  -0.615
C -2.1481 -1.5080 1.9350  0.379
O -1.4130 -1.6237 0.9335  -0.952
Li -0.1142 -1.4610 -0.2603  0.945

Properties
* gap between HOMO and LUMO: 6.2 eV
* net charge: 0
* HOMO level: -6.835 eV
* max |F|: 3.093 eV/Å
* energy relative to the best compared isomer or geometry (same formula, charge and spin): 137.6 kJ/mol


Record 8
# C4H5LiO4

C4H5LiO4 as an isolated structure in a non-equilibrium geometry (ωB97M-V/def2-TZVPD, the OMol25 dataset).

Each line ends with the natural charge from an NBO analysis.
CARTESIAN COORDINATES (ANGSTROEM)
O -2.1818 -0.2586 -0.4523  -0.471
C -1.5057 0.5790 -0.0255  1.062
O -0.9670 1.5069 0.4345  -0.587
O 0.7613 -0.8918 1.5283  -0.898
C -0.1112 -0.8559 2.4930  0.155
C -0.6768 0.2360 3.0682  -0.186
O -0.2546 1.5225 2.7241  -0.621
C -0.3019 2.4643 3.7762  -0.240
Li 0.8834 1.1268 1.2271  0.928
H -0.5895 -1.8111 2.7919  0.137
H -1.5471 0.1776 3.7271  0.179
H 0.0534 3.4242 3.3805  0.183
H -1.3355 2.5868 4.1381  0.178
H 0.3384 2.1472 4.6147  0.182

Properties
* gap between HOMO and LUMO: 6.8 eV
* net charge: 0
* HOMO level: -7.003 eV
* max |F|: 1.421 eV/Å